1.
63
Properties=species:S:1:pos:R:3:lowdin_charge:R:1 method="wB97M-V/def2-TZVPD" charge=-3
Sr 13.59 9.24 15.64 1.5924
S 13.94 6.27 18.12 0.4965
S 17.44 9.68 15.82 0.5304
S 14.30 6.36 13.13 0.5126
S 12.79 12.25 16.07 0.2462
S 9.87 8.57 15.43 0.5259
F 17.99 7.99 13.89 0.1216
F 14.36 7.76 20.24 0.1015
F 12.02 6.66 11.68 0.1263
F 15.41 5.81 20.39 0.0773
F 13.29 5.07 10.99 0.0938
F 10.61 6.12 14.71 0.1581
F 9.87 6.16 16.71 0.1285
F 8.41 6.39 15.15 0.0856
F 19.66 9.25 14.45 0.1035
F 13.84 7.07 10.47 0.0828
F 16.24 7.33 19.21 0.1298
F 18.11 10.11 13.23 0.1336
O 11.26 8.81 15.85 -0.4582
O 13.99 5.12 13.83 -0.2961
O 9.60 8.92 14.03 -0.3477
O 15.68 6.54 12.71 -0.3273
O 17.77 11.08 16.05 -0.3348
O 13.05 11.47 14.83 -0.5354
O 13.25 9.98 12.62 -0.2396
O 16.02 9.46 15.50 -0.4698
O 17.90 8.76 16.88 -0.3290
O 12.72 5.74 18.71 -0.3311
O 13.70 13.40 16.06 -0.3879
O 11.36 12.65 16.06 -0.4050
O 13.84 7.59 13.79 -0.4446
O 13.06 11.29 17.16 -0.4381
O 8.78 11.97 11.68 -0.1891
O 14.80 5.32 17.43 -0.3223
O 8.95 9.09 16.40 -0.3019
O 13.75 7.51 17.40 -0.4408
N 11.48 11.68 12.79 0.0837
C 9.21 12.87 12.68 -0.1932
C 10.29 12.20 13.56 -0.0790
C 14.65 10.14 12.64 -0.1065
C 12.59 9.94 11.39 -0.1836
C 18.35 9.24 14.20 -0.6671
C 7.77 12.51 10.88 -0.1403
C 11.27 10.44 11.93 -0.0991
C 9.69 6.66 15.48 -0.6454
C 15.06 6.83 19.57 -0.6373
C 13.28 6.32 11.46 -0.6215
H 8.29 13.04 13.24 0.1222
H 7.30 11.83 10.17 0.0811
H 15.05 10.88 11.93 0.0894
H 11.80 12.41 12.16 0.1713
H 9.57 13.86 12.37 0.1199
H 12.15 11.46 13.56 0.0790
H 6.96 12.91 11.51 0.0816
H 10.84 9.72 12.63 0.1016
H 9.80 11.35 14.04 0.1217
H 10.50 10.55 11.17 0.1161
H 12.99 10.65 10.66 0.1238
H 14.97 10.63 13.55 0.0700
H 12.48 8.95 10.95 0.1055
H 10.71 12.84 14.34 0.0917
H 15.26 9.27 12.36 0.0864
H 8.11 13.32 10.22 0.0801

=====

2.
DFT (the ωB97M-V functional and the def2-TZVPD basis) results for C23H25CaF9N4OS as an isolated structure.

Structure (XYZ):
```
64
Properties=species:S:1:pos:R:3:lowdin_charge:R:1
Ca -0.64 1.03 -0.35 1.2236
S -2.62 3.00 -0.81 0.5223
F -0.70 -3.61 4.12 0.0791
F -1.50 -3.95 -0.51 0.0871
F 0.48 -1.28 3.80 0.0524
F -5.47 3.12 0.09 0.0678
F -0.32 -1.58 -0.90 0.0151
F -6.78 -1.19 -1.24 0.1161
F -7.35 1.22 -0.10 0.1133
F -2.35 0.21 -1.98 -0.0196
F -4.25 -1.66 -2.18 0.1207
O 0.49 1.16 -2.33 -0.1198
N 1.24 0.63 -4.36 0.1888
N 0.74 -0.15 1.07 -0.1321
N -2.28 0.41 1.46 0.1901
N 0.95 2.72 0.69 -0.3528
C -4.56 -0.48 -1.63 -0.1504
C -2.87 0.64 2.41 -0.1116
C 1.25 0.49 -3.03 -0.5464
C -3.62 0.93 3.63 -0.5766
C -1.00 -3.31 0.56 -0.2333
C 0.17 3.53 1.62 -0.1036
C -6.12 0.98 -0.58 -0.1517
C -3.84 1.77 -0.96 -0.6241
C 0.20 -1.33 1.41 -0.2525
C 0.04 -1.92 2.69 -0.1481
C -1.13 -3.87 1.82 0.0446
C -0.59 -3.13 2.86 -0.2335
C 1.94 1.90 1.41 -0.2064
C -5.14 1.96 -0.49 -0.2636
C -0.37 -2.11 0.37 -0.1603
C -2.61 1.39 4.70 -0.0290
C -5.84 -0.25 -1.15 -0.1459
C -4.63 2.04 3.32 -0.0236
C 2.23 -0.49 -2.44 0.0100
C -4.33 -0.35 4.09 -0.0270
C -3.60 0.51 -1.53 -0.2464
C 1.62 3.59 -0.27 -0.0970
C 1.32 0.69 2.09 -0.2605
H 0.56 1.24 -4.78 0.1245
H 1.82 0.06 -4.95 0.1137
H 0.58 1.03 2.83 0.0992
H 2.30 4.30 0.23 0.0944
H -5.35 1.71 2.58 0.0835
H -0.59 4.09 1.08 0.0598
H 1.96 -1.50 -2.76 0.0962
H -1.61 -4.82 1.98 0.1270
H 0.82 4.23 2.17 0.0956
H 2.48 2.53 2.14 0.1256
H -3.13 1.57 5.64 0.0928
H -4.12 2.93 2.92 0.0951
H 3.24 -0.28 -2.79 0.0901
H -4.90 -0.14 4.99 0.0929
H 0.88 4.16 -0.83 0.0921
H -2.12 2.32 4.39 0.0850
H 2.10 0.19 2.68 0.1216
H -1.84 0.63 4.87 0.0883
H 2.20 2.99 -0.98 0.0783
H 2.68 1.55 0.69 0.1164
H -0.33 2.89 2.34 0.0671
H 2.17 -0.44 -1.36 0.0687
H -5.01 -0.71 3.32 0.0923
H -3.61 -1.14 4.31 0.0903
H -5.16 2.32 4.23 0.0943
```

=====

3.
11
Properties=species:S:1:pos:R:3:lowdin_charge:R:1 method="wB97M-V/def2-TZVPD" smiles="O=C/C(=C/O)NI"
I 2.76 0.21 -0.11 0.8518
O 0.64 -1.99 0.10 -0.1406
O -0.93 2.59 -0.02 0.0269
N 0.93 0.56 -0.92 -0.4550
C -1.11 1.41 0.14 -0.3422
C -0.35 -1.16 0.45 -0.0686
C -0.18 0.41 -0.13 -0.3460
H 0.48 -3.02 0.02 0.1931
H -1.04 -1.55 1.19 0.1009
H -2.09 1.13 0.71 0.1409
H 0.88 1.42 -1.43 0.0389

=====

One value per record, in order, for energy: -136601.7437 -85998.8273 -16857.4744 eV.
One value per record, in order, for energy relative to the best compared isomer or geometry (same formula, charge and spin): 0.0 0.0 91.3 kcal/mol.